# 1
Entry from the OMol25 dataset: the molecule C7H16O at a distorted geometry (wB97M-V/def2-TZVPD).

Geometry as ORCA input:
```
! RIJCOSX wB97M-V def2-TZVPD def2/J DEFGRID3
* xyz 0 1
O 1.54 -1.78 0.06
C -0.26 1.58 0.45
C 2.51 0.43 0.19
C -2.61 -0.57 0.16
C -0.11 0.12 0.01
C -1.13 -0.78 0.69
C -0.19 0.02 -1.52
C 1.32 -0.47 0.53
H 0.67 0.50 -1.98
H -1.12 -0.58 1.76
H 3.43 -0.08 0.49
H -1.27 1.93 0.22
H 0.44 2.22 -0.08
H -0.86 -1.82 0.52
H -2.92 0.47 0.21
H -2.71 -0.92 -0.87
H 2.46 1.37 0.73
H 1.68 -1.73 -0.89
H -0.24 -1.01 -1.84
H -3.28 -1.16 0.79
H 1.26 -0.57 1.62
H 2.57 0.63 -0.88
H -1.08 0.53 -1.88
H -0.09 1.68 1.52
*
```

As for the structure (SMILES): CCC(C)(C)[C@H](C)O. The calculation puts the calculated total energy at -9566.1205 eV.

=====

# 2
Entry from the OMol25 dataset: a 2-piece molecular cluster, C7H16O overall at a distorted geometry (wB97M-V/def2-TZVPD).

Geometry as ORCA input:
```
! RIJCOSX wB97M-V def2-TZVPD def2/J DEFGRID3
* xyz 0 1
O 1.83 -1.49 2.56
C -0.07 -0.30 -1.21
C -1.70 -1.00 1.44
C -2.30 1.34 0.79
C -1.38 0.32 0.82
C 1.28 -0.34 -1.72
C -0.03 0.34 0.16
C 1.63 1.07 -2.16
H 0.43 1.35 0.25
H 1.74 1.67 -1.24
H 2.59 1.18 -2.72
H -1.93 2.28 0.27
H 1.98 -0.59 2.99
H 0.85 -0.25 0.72
H -3.19 1.19 1.33
H -1.72 -0.99 2.51
H -2.73 -1.27 1.09
H 0.92 -1.36 2.40
H 0.90 1.54 -2.80
H 1.34 -1.00 -2.61
H 1.95 -0.80 -1.05
H -1.06 -1.86 1.18
H -0.79 0.31 -1.85
H -0.53 -1.33 -1.14
*
```

As for the structure (SMILES): C=C(C)CCCC.O. The calculation puts the calculated total energy at -9564.3583 eV.

=====

# 3
Entry from the OMol25 dataset: a 2-piece molecular cluster, C7H16O2 overall at a distorted geometry (wB97M-V/def2-TZVPD).

Geometry as ORCA input:
```
! RIJCOSX wB97M-V def2-TZVPD def2/J DEFGRID3
* xyz 0 1
O -2.87 -1.05 0.97
O -1.58 -0.33 -0.62
C 2.15 0.28 0.32
C -2.63 -0.26 -0.03
C 4.51 -0.56 0.12
C 0.11 1.32 0.61
C -3.89 0.36 -0.61
C 0.70 0.35 -0.30
C 3.13 -0.29 -0.65
H 1.79 -0.42 1.18
H -0.05 0.88 1.66
H 2.68 -1.15 -1.16
H -1.93 -1.20 1.11
H -3.69 0.53 -1.70
H 0.14 -0.59 -0.23
H 3.35 0.49 -1.57
H -4.69 -0.43 -0.60
H 5.07 -1.53 -0.33
H 2.62 1.33 0.72
H 5.12 0.49 -0.04
H 0.64 0.63 -1.40
H 0.73 2.24 1.00
H -0.86 1.90 0.37
H -4.12 1.27 0.00
H 4.30 -0.66 1.29
*
```

As for the structure (SMILES): CC(=O)O.CCCCC. The calculation puts the calculated total energy at -11610.2991 eV.

=====

# 4
Entry from the OMol25 dataset: C7H16O2 as an isolated structure at a distorted geometry (wB97M-V/def2-TZVPD).

Geometry as ORCA input:
```
! RIJCOSX wB97M-V def2-TZVPD def2/J DEFGRID3
* xyz 0 1
O -3.51 -1.36 -1.75
O -1.92 -0.64 -0.32
C 1.85 0.22 0.27
C 2.96 0.94 0.93
C -3.06 -0.65 -0.72
C 2.33 -0.47 -1.09
C -4.40 0.09 -0.20
C 0.65 1.24 0.18
C 1.19 -0.88 1.18
H 1.66 -2.13 1.01
H 1.57 -1.21 -1.39
H -4.82 0.48 -1.21
H 1.45 -0.70 2.36
H -2.63 -1.67 -2.35
H -4.18 0.92 0.63
H 2.30 0.31 -1.94
H -0.22 -0.81 1.02
H 3.43 1.74 0.40
H 2.40 1.29 1.86
H 0.86 2.11 -0.51
H 3.29 -1.05 -0.92
H 3.83 0.32 1.18
H -0.37 0.91 -0.13
H 0.43 1.53 1.16
H -5.10 -0.53 0.37
*
```

The calculation puts the calculated total energy at -11610.1032 eV.

=====

Respective energy above the lowest of the compared OMol25 structures with the same formula, charge and spin values: 0.150, 1.912, 3.952, 4.148 eV.
Respective LUMO energy values: 0.834, 0.807, 0.645, 0.417 eV.